# 1
{"formula": "C16H24F12N2O14S7Zn", "method": "ωB97M-V with the def2-TZVPD basis set", "symbols": ["Zn", "C", "F", "F", "F", "S", "O", "O", "N", "S", "O", "O", "C", "F", "F", "F", "C", "F", "F", "F", "S", "O", "O", "N", "S", "O", "O", "C", "F", "F", "F", "C", "C", "C", "S", "O", "O", "C", "H", "H", "H", "H", "H", "H", "H", "H", "C", "C", "C", "S", "O", "O", "C", "H", "H", "H", "H", "H", "H", "H", "H", "C", "C", "C", "S", "O", "O", "C", "H", "H", "H", "H", "H", "H", "H", "H"], "positions_angstrom": [[-0.303, -0.167, 0.069], [1.436, -3.304, 1.611], [1.109, -4.084, 0.597], [1.934, -4.012, 2.603], [2.385, -2.454, 1.190], [0.006, -2.280, 2.271], [-0.682, -3.081, 3.221], [0.606, -1.064, 2.723], [-0.831, -1.896, 0.911], [-1.891, -3.050, 0.435], [-2.131, -2.828, -0.965], [-1.589, -4.343, 0.873], [-3.453, -2.569, 1.320], [-3.416, -1.252, 1.604], [-4.468, -2.793, 0.499], [-3.599, -3.247, 2.444], [-0.230, 3.478, -0.920], [0.878, 3.236, -0.223], [-1.268, 3.600, -0.104], [-0.087, 4.610, -1.583], [-0.469, 2.088, -2.142], [-1.106, 2.603, -3.310], [0.846, 1.578, -2.417], [-1.305, 0.961, -1.210], [-2.909, 1.180, -1.461], [-3.661, 0.754, -0.317], [-3.228, 2.504, -1.894], [-3.429, 0.038, -2.812], [-2.888, -1.150, -2.636], [-4.756, -0.046, -2.767], [-3.058, 0.533, -3.988], [-3.692, 1.904, 3.371], [-2.881, 1.545, 4.642], [-1.540, 1.035, 4.223], [-1.153, 1.947, 2.726], [-0.966, 0.992, 1.658], [-0.176, 2.967, 2.983], [-2.741, 2.728, 2.538], [-4.602, 2.412, 3.661], [-3.869, 0.984, 2.808], [-3.473, 0.815, 5.198], [-2.863, 2.420, 5.297], [-1.482, -0.038, 4.060], [-0.708, 1.272, 4.888], [-2.966, 2.890, 1.488], [-2.674, 3.701, 3.031], [4.669, 2.396, -0.117], [3.865, 3.199, 0.937], [3.004, 2.262, 1.768], [2.980, 0.663, 0.932], [1.651, 0.362, 0.442], [3.708, -0.292, 1.701], [3.876, 1.185, -0.529], [5.637, 2.100, 0.305], [4.934, 2.984, -0.995], [3.272, 3.907, 0.357], [4.539, 3.826, 1.515], [1.963, 2.539, 1.894], [3.520, 2.071, 2.706], [3.051, 1.491, -1.180], [4.377, 0.332, -0.978], [2.438, -2.722, -4.574], [1.337, -3.807, -4.306], [0.839, -3.588, -2.879], [0.614, -1.820, -2.891], [0.609, -1.285, -1.544], [-0.420, -1.521, -3.835], [2.159, -1.468, -3.707], [2.476, -2.419, -5.619], [3.391, -3.177, -4.313], [1.797, -4.783, -4.442], [0.549, -3.711, -5.049], [1.592, -3.909, -2.162], [-0.140, -3.995, -2.628], [2.884, -1.473, -2.884], [2.168, -0.465, -4.119]], "mulliken_charge": [3.290, 0.634, -0.192, -0.233, -0.169, 0.360, -0.551, -0.519, -0.547, 0.827, -0.532, -0.571, 0.566, -0.171, -0.212, -0.223, 0.784, -0.225, -0.255, -0.237, 0.440, -0.547, -0.545, 0.192, 0.868, -0.525, -0.559, 0.427, -0.100, -0.217, -0.217, -0.275, -0.757, -0.587, 1.133, 0.162, -0.982, -0.781, 0.474, 0.016, 0.395, 0.313, 0.076, 0.471, 0.233, 0.469, -0.896, -0.644, -0.284, 0.831, -1.277, -0.829, -0.369, 0.331, 0.426, 0.167, 0.443, -0.282, 0.676, 0.032, 0.540, -0.616, -0.830, -0.636, 1.143, -0.527, -0.874, -0.676, 0.258, 0.331, 0.428, 0.330, 0.277, 0.405, 0.146, 0.576], "max_force_ev_per_a": 2.89, "e_lumo_ha": 0.0051, "homo_lumo_gap_ev": 10.871, "e_homo_ha": -0.394}

=====

# 2
{"formula": "CH2N2O", "method": "ωB97M-V with the def2-TZVPD basis set", "symbols": ["C", "N", "N", "O", "H", "H"], "positions_angstrom": [[0.710, 0.257, 0.143], [1.871, 0.495, -0.071], [-0.487, -0.009, -0.055], [-2.341, 0.131, -0.028], [2.689, -0.053, 0.102], [-2.441, -0.821, -0.091]], "nbo_charge": [0.469, -0.561, -0.227, -0.523, 0.408, 0.433], "max_force_ev_per_a": 4.74, "e_lumo_ha": [0.0236, -0.0929], "homo_lumo_gap_ev": [10.490, 7.708], "s_squared": 2.029, "spin_multiplicity": 3, "e_homo_ha": [-0.362, -0.376]}

=====

# 3
{"formula": "C25H42Cl2NPSc", "method": "ωB97M-V with the def2-TZVPD basis set", "symbols": ["P", "C", "C", "C", "C", "C", "C", "C", "C", "C", "C", "C", "C", "C", "C", "C", "C", "C", "C", "H", "H", "H", "H", "H", "H", "H", "H", "H", "H", "H", "H", "H", "H", "H", "H", "H", "H", "H", "H", "H", "H", "H", "H", "H", "H", "H", "H", "H", "H", "H", "H", "H", "Sc", "Cl", "Cl", "C", "H", "C", "C", "C", "C", "C", "C", "H", "H", "H", "H", "H", "N", "H", "H", "H"], "positions_angstrom": [[-0.790, 0.245, -0.335], [-1.368, -0.368, 1.374], [-2.427, -1.474, 1.457], [-2.901, -1.684, 2.900], [-1.754, -1.885, 3.896], [-0.598, -0.889, 3.723], [-0.168, -0.737, 2.259], [0.134, -1.224, -1.053], [-0.485, -2.591, -0.768], [0.219, -3.671, -1.585], [1.738, -3.673, -1.368], [2.386, -2.284, -1.436], [1.616, -1.207, -0.652], [-2.404, 0.088, -1.276], [-3.445, 1.057, -0.697], [-4.783, 0.940, -1.437], [-4.640, 1.052, -2.960], [-3.533, 0.161, -3.537], [-2.199, 0.269, -2.786], [-1.805, 0.564, 1.775], [-2.000, -2.416, 1.097], [-3.293, -1.261, 0.816], [-3.560, -2.559, 2.922], [-3.504, -0.819, 3.205], [-2.149, -1.806, 4.915], [-1.361, -2.908, 3.802], [-0.901, 0.095, 4.108], [0.266, -1.215, 4.315], [0.614, 0.032, 2.182], [0.264, -1.688, 1.910], [0.094, -1.044, -2.141], [-0.004, -3.508, -2.648], [-1.561, -2.605, -0.997], [-0.367, -2.818, 0.300], [-0.197, -4.648, -1.313], [2.199, -4.323, -2.119], [1.963, -4.125, -0.393], [3.415, -2.334, -1.056], [2.448, -1.966, -2.486], [2.057, -0.218, -0.863], [1.722, -1.383, 0.429], [-2.767, -0.945, -1.122], [-3.615, 0.852, 0.372], [-3.055, 2.083, -0.758], [-5.250, -0.025, -1.193], [-5.457, 1.725, -1.073], [-4.443, 2.099, -3.229], [-5.591, 0.789, -3.433], [-3.365, 0.414, -4.590], [-3.871, -0.884, -3.503], [-1.523, -0.509, -3.175], [-1.702, 1.231, -2.979], [1.324, 2.748, -0.374], [1.146, 2.035, -2.605], [0.039, 2.780, 1.580], [3.317, 3.494, 0.019], [3.760, 4.408, -0.413], [4.221, 2.724, 0.778], [5.659, 2.891, 0.713], [6.508, 1.929, 1.242], [5.989, 0.802, 1.915], [4.603, 0.678, 2.110], [3.727, 1.630, 1.601], [6.054, 3.769, 0.183], [7.595, 2.043, 1.138], [4.215, -0.169, 2.674], [2.646, 1.583, 1.831], [6.663, 0.038, 2.300], [1.036, 4.882, -0.830], [0.108, 5.279, -0.996], [1.634, 5.100, -1.641], [1.459, 5.353, -0.019]], "mulliken_charge": [1.026, 0.117, -0.238, -1.028, -0.658, -0.880, -0.049, 0.664, -0.755, -1.032, -0.701, -1.001, -0.490, -0.301, -0.746, -0.794, -0.737, -0.795, -0.648, 0.722, 0.036, 0.134, 0.389, 0.396, 0.385, 0.308, 0.356, 0.393, -0.569, 0.235, 0.522, 0.382, 0.208, 0.167, 0.397, 0.402, 0.273, 0.432, 0.364, 0.007, 0.144, 0.164, 0.256, 0.342, 0.323, 0.399, 0.321, 0.369, 0.409, 0.345, 0.114, 0.302, -0.531, -0.470, -0.425, -0.447, 0.190, 0.825, -0.840, -0.240, -0.630, -0.431, -0.369, 0.239, 0.317, 0.367, 0.510, 0.317, -0.592, 0.242, 0.289, 0.295], "max_force_ev_per_a": 2.13, "e_lumo_ha": 0.0857, "homo_lumo_gap_ev": 4.157, "total_charge": -1, "e_homo_ha": -0.067}